Record 1
ORCA calculation (ωB97M-V with the def2-TZVPD basis set) on a structure of composition C31H24Br4ClHfN3O10S2Se.

XYZ file:
```
77
Properties=species:S:1:pos:R:3:forces:R:3
Hf 0.150366 0.299478 0.134131 -0.10 -1.07 0.50
Br -1.375030 3.134770 6.399476 0.00 0.01 0.02
C -0.447377 2.456999 4.894215 -0.02 0.02 0.07
C 0.936476 2.451658 4.858789 0.03 0.02 0.06
Br 1.938160 3.131561 6.314352 0.02 0.00 0.00
C 1.604049 1.935878 3.738180 0.07 -0.04 0.05
Br 3.487533 1.897027 3.606765 0.00 0.02 -0.02
C 0.897015 1.421715 2.666954 -0.08 0.22 0.07
O 1.446711 0.920084 1.582595 0.12 0.09 0.15
C -0.524699 1.449567 2.692302 -0.08 0.04 0.14
O -1.137017 0.995499 1.628356 0.04 0.06 0.02
C -1.174856 1.956877 3.808032 -0.01 -0.04 -0.09
Br -3.063816 1.937416 3.756107 0.02 -0.01 -0.01
O 2.109976 -0.312713 -3.349036 0.15 -0.09 -0.01
Cl 1.033417 0.314632 -2.685384 0.06 0.10 0.28
O 0.270877 1.113415 -3.582111 -0.07 0.06 -0.12
O 1.510795 1.151309 -1.552650 0.03 0.01 -0.45
O 0.171089 -0.673479 -2.004897 -0.07 0.05 -0.43
C -3.022330 0.044635 -2.664664 0.02 -0.02 -0.02
C -3.499110 -0.266344 -1.277287 -0.02 -0.03 0.03
C -4.867081 -0.054024 -0.962160 0.01 -0.01 0.03
C -5.325236 -0.373367 0.277300 0.01 0.00 -0.01
C -4.442611 -0.937145 1.225663 -0.06 -0.02 0.05
C -4.865325 -1.332912 2.516936 0.02 0.01 -0.03
C -3.959436 -1.883038 3.377264 -0.03 0.01 -0.02
C -2.616361 -2.054288 2.993598 0.00 0.00 0.02
C -2.160195 -1.678980 1.751160 0.02 0.04 -0.01
S -0.487053 -1.930007 1.296576 0.10 -0.01 -0.06
C -3.097235 -1.102511 0.837151 0.03 -0.05 -0.03
N -2.651654 -0.744681 -0.399950 0.04 0.17 0.03
H -3.003871 1.121824 -2.831997 -0.01 0.02 0.00
H -3.696306 -0.406565 -3.398080 0.00 0.01 0.01
H -2.016135 -0.330868 -2.812376 0.01 0.00 -0.01
H -5.522183 0.365732 -1.715863 -0.01 -0.01 -0.01
H -6.362554 -0.211887 0.551076 -0.01 0.00 0.00
H -5.899602 -1.181970 2.803442 -0.02 0.00 0.01
H -4.264375 -2.181047 4.373281 -0.01 0.00 0.01
H -1.910005 -2.476252 3.697098 0.02 0.00 -0.01
Se 2.626169 -1.287427 0.010636 0.31 -0.04 0.35
C 2.764753 -3.133872 -0.356926 0.00 -0.06 -0.21
C 4.026242 -3.654305 -0.689375 -0.04 0.06 0.06
C 4.185556 -5.005454 -0.920250 0.03 0.00 -0.01
N 3.199979 -5.905507 -0.865006 0.03 -0.03 -0.01
C 1.999650 -5.406086 -0.565628 -0.05 -0.04 0.00
C 1.730077 -4.073241 -0.310101 -0.06 0.09 -0.06
H 4.878598 -2.990293 -0.762134 0.01 0.01 0.01
H 5.171002 -5.391475 -1.169996 0.00 -0.01 0.00
H 1.185363 -6.124984 -0.523448 0.00 -0.01 0.00
H 0.720310 -3.767789 -0.076726 0.00 0.01 0.02
C 5.450881 0.826605 -1.866555 0.02 -0.05 -0.03
C 4.672391 2.090781 -1.663034 -0.08 0.03 0.06
C 4.389192 2.939562 -2.724874 0.02 -0.01 -0.01
C 3.645265 4.095265 -2.538697 0.01 0.09 -0.08
C 3.187881 4.411367 -1.271788 -0.04 0.00 0.07
C 3.443330 3.566732 -0.194364 0.01 -0.05 -0.01
C 4.180039 2.414767 -0.396140 -0.03 -0.02 0.01
S 2.219191 5.867216 -1.016968 -0.04 -0.01 0.01
O 2.276898 6.654376 -2.221930 0.00 -0.01 0.00
O 2.591793 6.434920 0.247775 0.04 0.01 -0.04
N 0.672992 5.363927 -0.849238 -0.02 0.11 0.07
C 0.029205 4.753587 -2.016433 0.03 0.01 -0.06
C -1.164025 3.917353 -1.561522 -0.02 -0.01 0.01
C -0.698520 2.728749 -0.751392 0.06 0.01 -0.16
O 0.156568 2.864507 0.141182 0.00 0.09 -0.04
O -1.130565 1.569995 -1.054377 -0.40 0.32 -0.20
H 5.833071 0.757128 -2.885834 0.00 0.00 0.01
H 4.810470 -0.036285 -1.671134 -0.04 -0.03 0.02
H 6.292493 0.774127 -1.172995 0.00 -0.02 0.00
H 4.746724 2.687970 -3.716591 0.00 0.00 -0.01
H 3.431432 4.762777 -3.362840 -0.01 0.00 0.00
H 3.060917 3.801914 0.790350 -0.01 0.00 0.02
H 4.344375 1.735824 0.434384 -0.01 0.03 -0.03
H 0.603721 4.738571 -0.042944 0.05 -0.01 -0.01
H 0.725846 4.111453 -2.570414 -0.03 -0.02 0.02
H -0.300303 5.548791 -2.685912 0.02 -0.03 0.00
H -1.714046 3.554676 -2.428613 0.00 0.00 0.01
H -1.838022 4.521181 -0.948092 0.02 0.02 0.01
```
Forces are in eV/Å.

Values from the calculation:
multiplicity	1
M	1275.20	g mol⁻¹
E_HOMO	-2.27	eV
E_LUMO	0.1398	Ha
energy above the lowest of the compared OMol25 structures with the same formula, charge and spin	0.0	kcal/mol
E_tot	-438501.2415	eV
net charge	-2
gap between HOMO and LUMO	6.07	eV

Record 2
ORCA calculation (ωB97M-V with the def2-TZVPD basis set) on a structure of composition C31H24Cl6N3OPbSb.

XYZ file:
```
67
Properties=species:S:1:pos:R:3:forces:R:3
Pb 0.599915 0.874849 -0.833695 0.11 0.10 0.03
C 1.074014 1.437833 2.569537 -0.03 -0.01 0.03
C 1.210985 2.785025 1.935093 0.01 -0.01 0.00
C 1.506455 3.908859 2.698002 0.00 -0.01 0.01
C 1.625550 5.137839 2.084061 0.00 0.00 0.01
C 1.441653 5.216424 0.710103 0.00 0.00 -0.01
C 1.148968 4.069592 -0.008229 -0.01 0.00 -0.02
N 1.038006 2.871198 0.605201 0.01 -0.01 -0.01
Sb 0.836377 4.359744 -2.133442 0.01 0.01 -0.01
C -1.093551 3.381554 -2.155441 0.04 -0.04 0.06
C -2.067179 4.054503 -2.868955 0.02 0.02 0.00
C -3.366393 3.563478 -2.885723 -0.04 -0.02 0.01
C -3.651391 2.425351 -2.164515 0.01 0.03 -0.01
C -2.639589 1.785959 -1.453320 0.01 0.05 -0.04
C -2.963744 0.586542 -0.621941 -0.04 -0.02 0.01
N -1.380272 2.255059 -1.461958 -0.05 -0.04 -0.08
C 1.998328 2.657803 -2.763392 -0.03 -0.02 0.01
C 3.254523 2.377252 -2.245200 -0.01 0.02 0.02
C 3.918080 1.249252 -2.719039 0.02 0.01 0.01
C 3.313746 0.478373 -3.692709 -0.02 -0.02 -0.02
C 2.063076 0.853739 -4.196250 0.00 0.01 0.00
C 1.412945 0.092553 -5.310896 -0.01 -0.01 0.02
N 1.413441 1.917920 -3.715204 0.02 0.00 0.02
H 1.275599 1.487815 3.636964 0.00 0.00 0.00
H 1.783783 0.732999 2.130938 0.01 -0.01 -0.01
H 0.063143 1.047519 2.429185 0.03 0.03 0.01
H 1.641413 3.802774 3.765322 0.00 0.00 0.00
H 1.858767 6.023254 2.660686 0.00 0.00 0.00
H 1.527705 6.166955 0.200146 0.00 0.00 0.00
H -1.816895 4.956354 -3.411833 0.00 0.00 0.00
H -4.139744 4.070074 -3.447906 0.00 0.00 0.00
H -4.653054 2.018704 -2.137812 0.00 0.00 0.00
H -3.781360 0.022906 -1.069533 0.00 0.01 0.01
H -3.288014 0.907531 0.370301 0.00 0.00 -0.01
H -2.114086 -0.075543 -0.471459 0.01 -0.01 0.01
H 3.702578 3.010261 -1.488482 0.00 0.00 0.00
H 4.896016 0.985379 -2.336712 0.00 0.00 0.00
H 3.807922 -0.399624 -4.087686 0.00 0.00 0.00
H 1.847566 0.396563 -6.265147 0.00 0.01 0.00
H 0.347750 0.308338 -5.344545 0.00 0.00 0.00
H 1.571767 -0.980863 -5.209765 0.01 0.01 0.00
Cl 1.290752 -4.036089 5.119545 0.01 -0.02 0.00
C 0.865552 -3.018629 3.806435 0.08 -0.04 -0.07
C 1.805684 -2.705111 2.823264 -0.02 -0.08 0.04
Cl 3.404146 -3.307797 2.937997 0.03 0.02 0.00
C 1.428529 -1.931341 1.732118 0.02 -0.02 0.00
Cl 2.565345 -1.536454 0.484845 0.04 -0.03 0.02
C 0.128279 -1.425199 1.584881 -0.05 -0.04 0.09
O -0.235551 -0.742050 0.534052 -0.18 0.19 -0.18
C -0.783739 -1.710881 2.616377 0.03 0.04 0.06
Cl -2.357367 -1.011700 2.506578 0.03 -0.08 -0.03
C -0.429348 -2.509451 3.698200 -0.11 0.03 -0.04
Cl -1.599587 -2.887745 4.896181 0.02 -0.01 -0.02
Cl 1.206749 -5.586365 1.141443 -0.03 0.03 0.03
C -0.420657 -5.206455 1.449125 0.06 0.02 -0.04
C -1.048270 -5.759361 2.536252 -0.05 -0.03 0.10
C -2.398474 -5.489261 2.749884 0.03 -0.01 0.00
C -3.162234 -4.685638 1.884283 0.02 0.05 -0.01
C -2.553261 -4.115953 0.809473 -0.04 0.01 0.05
C -1.153526 -4.330434 0.557643 0.08 -0.05 -0.02
C -0.537530 -3.678628 -0.457068 0.08 -0.09 0.00
H -0.498193 -6.399506 3.212021 -0.02 0.00 0.00
H -2.878732 -5.930715 3.614923 0.00 0.00 -0.01
H -4.209977 -4.519106 2.088455 0.01 0.01 0.00
H -3.097070 -3.471012 0.130969 0.00 -0.01 0.01
H -1.084984 -3.039909 -1.136987 -0.07 0.04 0.09
H 0.528686 -3.787290 -0.615611 -0.01 0.03 -0.06
```
Forces are in eV/Å.

Values from the calculation:
multiplicity	1
M	996.23	g mol⁻¹
E_HOMO	-13.20	eV
E_LUMO	-0.2883	Ha
energy above the lowest of the compared OMol25 structures with the same formula, charge and spin	0.0	kcal/mol
E_tot	-125960.0535	eV
net charge	+2
gap between HOMO and LUMO	5.35	eV